No. 1
The following is a quantum chemistry calculation of C29H38N2OP2RuSi as an isolated structure in a non-equilibrium geometry, from OMol25.

Results
net charge = +1
energy above the lowest of the compared OMol25 structures with the same formula, charge and spin = 44.7 kcal per mole
electronic energy = -64747.78474 eV
Kohn-Sham gap (spin up / spin down) = 6.18 / 5.47 eV
multiplicity = 6
⟨S²⟩ = 8.8200
E_HOMO (spin up / spin down) = -7.9 / -10.9 eV

Geometry (Å):
Ru  0.37955  0.13375  0.35635
P  -1.62415  1.07155  -0.52505
P  0.38155  -2.02865  -0.61835
Si  -1.67295  -1.50365  2.98085
O  3.13695  -0.07965  1.59885
N  -0.75275  -0.09765  2.21415
N  0.51045  0.24995  -3.16325
C  1.70845  -0.32345  -3.35755
C  4.19555  -1.61435  -3.69075
C  -3.21865  0.24205  -0.04345
C  -0.54985  -2.94435  3.41595
C  0.39355  0.44745  4.40055
C  -3.30165  -2.13055  2.22025
C  1.19955  2.89735  3.34025
C  1.19135  3.79545  -4.08215
C  2.67825  1.78285  -4.11445
C  4.10085  -0.27405  -4.00725
C  -2.50115  -0.90515  4.58015
C  0.63425  -2.40895  -2.45635
C  1.43835  2.40185  -3.87305
C  -1.08585  3.51605  -3.24385
C  0.36595  1.56885  -3.36665
C  2.06025  -0.05265  1.14275
C  0.42295  2.02125  2.57415
C  1.83455  -1.72115  -3.03005
C  1.57245  2.54925  4.63715
C  1.17645  1.32205  5.16255
C  -1.93435  1.28395  -2.37475
C  2.85755  0.41415  -3.84275
C  1.68965  -3.13955  0.09025
C  3.06665  -2.33395  -3.19615
C  -0.04495  4.33085  -3.78225
C  -0.90445  2.15905  -3.02795
C  -0.02095  0.78865  3.08865
C  -1.94325  2.79715  0.05815
C  -1.13225  -3.08175  -0.34475
H  -2.94675  1.71125  -2.48335
H  -1.38785  -3.08175  0.72855
H  -3.19595  -0.07715  4.32945
H  -3.29095  -2.44385  1.16785
H  3.51635  2.37565  -4.49915
H  5.14925  -2.13895  -3.81005
H  0.17875  -0.50185  4.84675
H  1.16185  0.78945  -0.81685
H  -2.88955  3.20235  -0.34415
H  -3.08635  -1.74025  5.01425
H  -0.23345  5.39785  -3.94065
H  2.18545  3.21815  5.22365
H  -1.90495  0.27175  -2.80925
H  0.71155  -3.50595  -2.55625
H  -1.97355  2.79005  1.15955
H  -0.27885  -2.05305  -2.96065
H  1.58495  -3.16075  1.18775
H  1.62545  -4.16845  -0.30785
H  -3.26875  -0.75525  -0.51015
H  0.18595  2.31075  1.56705
H  -3.64055  -2.99525  2.82685
H  1.52675  3.83905  2.92055
H  -1.83355  -0.54545  5.37875
H  -1.09835  3.43125  -0.25465
H  -1.97945  -2.64795  -0.90245
H  -0.16305  -3.44515  2.51575
H  -3.24255  0.11375  1.05215
H  -4.09655  0.83485  -0.35655
H  3.18075  -3.39365  -2.94105
H  0.30715  -2.60675  4.02885
H  -0.97725  -4.12315  -0.67955
H  -1.13585  -3.68475  3.99745
H  4.97205  0.28055  -4.37265
H  1.99835  4.42665  -4.46975
H  2.67785  -2.71215  -0.14745
H  -2.04505  3.97975  -2.98725
H  1.49165  1.03645  6.15665
H  -4.09255  -1.36235  2.32735

Forces on the atoms, in the same order (eV/Å):
-2.16 -0.46 -0.18
-1.44 0.73 -1.03
0.07 -2.65 -0.94
-1.01 0.11 1.44
-3.06 -0.08 -1.12
1.40 0.49 1.84
-0.51 -0.42 0.11
1.57 -1.14 -0.11
-1.02 -1.91 0.79
0.31 0.06 0.08
0.34 0.04 -0.24
0.34 0.71 0.28
-0.10 0.10 -0.74
-0.46 -0.63 -0.27
1.15 -1.76 0.01
0.90 0.72 -0.49
-1.31 1.67 -0.04
0.27 0.43 0.30
-0.24 0.22 0.28
-1.50 1.08 0.19
0.72 1.96 -0.62
-0.62 1.91 -0.10
4.32 -0.09 1.23
0.54 0.86 0.88
-0.49 1.92 -0.17
-0.13 -0.19 -0.09
-0.29 -0.17 -0.69
0.01 -0.10 0.28
0.57 -1.87 0.26
-0.06 0.26 0.08
1.96 0.02 -0.52
-2.18 -0.33 0.86
1.57 -1.31 -0.11
-0.92 -1.07 -0.27
0.21 -0.15 0.13
0.09 0.24 0.10
0.37 -0.18 0.07
0.14 -0.12 -0.62
0.26 -0.43 0.22
-0.11 0.05 0.39
-0.33 -0.24 0.19
-0.42 0.19 0.05
-0.24 -0.31 -0.09
0.73 0.72 -0.38
0.43 -0.24 0.18
0.19 0.39 -0.37
0.04 -0.46 0.07
0.01 0.04 0.03
-0.06 0.36 0.12
-0.04 0.41 0.16
-0.11 0.08 -0.37
0.32 -0.18 0.15
0.10 -0.03 -0.40
-0.03 0.48 0.14
-0.02 0.38 0.18
-0.21 0.09 -0.23
0.42 0.39 -0.21
-0.06 -0.03 -0.05
-0.32 -0.09 -0.31
-0.34 -0.14 0.05
0.31 -0.18 0.21
-0.01 0.03 0.40
-0.01 0.15 -0.58
0.45 -0.20 0.07
0.00 0.40 -0.15
-0.35 -0.26 -0.30
0.04 0.47 0.12
0.25 0.44 -0.30
-0.37 -0.22 0.12
-0.32 -0.27 0.13
-0.32 -0.18 0.07
0.37 -0.15 -0.16
-0.03 -0.07 -0.02
0.45 -0.34 -0.01

=====

No. 2
The following is a quantum chemistry calculation of C29H38N4O2P2Sn as an isolated structure in a non-equilibrium geometry, from OMol25.

Results
energy above the lowest of the compared OMol25 structures with the same formula, charge and spin = 26.6 kcal per mole
electronic energy = -65150.45128 eV
Kohn-Sham gap = 6.60 eV
multiplicity = 1
E_HOMO = -6.7 eV

Geometry (Å):
Sn  1.29655  5.12443  1.66117
P  0.31282  -2.64514  -2.66651
P  0.84518  -3.22209  0.31370
O  1.89756  6.22234  3.32095
O  2.00973  7.98759  4.71114
N  1.75776  -4.08854  1.53908
N  -0.62077  -3.04954  1.23492
N  1.11669  -3.33659  -4.06441
N  -1.07571  -2.00467  -3.52851
C  -2.64607  -3.34961  2.18805
C  -0.65240  4.15189  3.10198
C  2.50722  -5.72197  2.91055
C  0.30410  2.23735  0.27643
C  1.39493  7.37209  3.86064
C  0.85785  -4.51307  -4.77594
C  0.33299  -4.65973  -0.74577
C  2.77992  -3.59988  -5.58070
C  -3.08811  -1.87072  -4.54693
C  -2.28437  -1.97072  2.32646
C  1.56401  6.60591  0.04072
C  3.16628  -4.04708  1.51601
C  -1.98019  -2.67989  -4.35574
C  0.05288  7.80902  3.34119
C  -1.04669  -1.80178  1.72129
C  -0.01054  2.02041  1.77445
C  -1.15105  4.31541  0.13384
C  -0.48672  -4.17093  -1.95721
C  3.64598  -5.03702  2.35889
C  -1.64108  -0.76277  -3.18187
C  0.29320  3.19803  2.68468
C  2.31496  -2.78633  -4.55867
C  -2.03449  4.24759  2.57355
C  -0.11033  3.56193  -0.28895
C  1.36724  -5.13483  2.38570
C  1.86333  -4.69520  -5.71412
C  -2.87693  -0.65850  -3.80408
C  -2.22452  3.88354  1.07377
C  -1.62027  -3.98643  1.51336
H  2.71680  -1.88755  -4.10644
H  -1.52575  -5.01371  1.17934
H  -3.14750  4.40387  0.76457
H  3.66759  -3.31435  0.90085
H  -3.55426  -3.82020  2.53732
H  0.00232  -5.13059  -4.52986
H  0.31790  -5.35442  2.54271
H  1.15450  3.02090  3.35277
H  -0.42675  -0.92831  1.56263
H  -2.86523  -1.20154  2.80517
H  -0.58413  -4.97462  -2.70079
H  1.39033  2.10547  0.12258
H  0.48796  3.90234  -1.14135
H  -3.55970  0.16929  -3.72318
H  1.56624  7.61130  0.47549
H  -1.33075  5.29071  -0.34113
H  -1.74624  -3.66910  -4.73398
H  -0.18245  1.42139  -0.29303
H  2.53358  -6.55615  3.59739
H  -0.22167  8.71807  3.89160
H  -2.68024  3.55887  3.15001
H  0.84625  6.53093  -0.78794
H  4.68095  -5.26298  2.54652
H  2.56833  6.35795  -0.32399
H  -1.50454  -3.87537  -1.64760
H  -2.42838  2.80400  0.99098
H  -2.43616  5.26516  2.74186
H  1.28811  -5.10192  -1.07590
H  1.93981  -5.52071  -6.40604
H  -3.96243  -2.11590  -5.13547
H  -1.09496  -0.09118  -2.53502
H  -1.04581  1.65955  1.89788
H  0.09914  8.05362  2.26583
H  -0.48767  4.63870  4.07508
H  0.64621  1.19804  2.10929
H  -0.71706  7.04053  3.52597
H  3.67245  -3.44111  -6.16173
H  -0.20768  -5.43548  -0.18546

Forces on the atoms, in the same order (eV/Å):
2.16 -0.70 -0.64
-0.95 -0.27 -1.98
-0.19 -1.13 1.61
-1.00 1.09 0.34
-0.63 -0.51 -0.75
0.87 -0.38 -0.11
-0.86 0.65 -0.18
0.96 -0.31 0.08
-0.70 0.50 0.32
0.80 -0.08 -0.39
0.74 -0.44 0.25
-0.34 0.68 -0.67
0.03 -0.60 -0.19
1.34 -1.03 0.02
0.84 0.35 -0.24
0.20 0.09 -0.20
-0.69 0.30 0.79
0.80 -0.14 0.45
0.97 -0.23 -0.57
-0.71 0.48 0.32
-0.74 -0.84 0.74
-0.22 0.82 0.36
-0.47 0.58 0.18
-0.71 -1.01 0.15
0.47 -0.25 -0.25
0.47 0.08 -0.77
0.08 0.01 0.21
-0.91 0.46 -0.53
-0.59 -0.91 -0.78
-0.55 0.33 1.45
-0.47 -1.03 -0.40
-0.86 0.04 -0.41
-0.35 0.49 0.04
0.92 0.15 -0.18
-0.54 0.58 0.82
0.96 -0.61 0.30
-0.85 -0.05 0.69
-0.22 0.77 0.19
-0.08 -0.16 -0.18
-0.12 0.32 0.23
0.24 -0.39 0.00
0.02 -0.07 0.10
0.11 0.06 -0.03
0.27 0.14 -0.24
0.30 0.07 0.03
-0.64 0.25 -0.36
-0.12 -0.15 0.12
-0.01 0.05 0.00
-0.06 0.34 0.30
-0.49 0.16 0.03
-0.14 0.13 0.42
0.03 0.08 -0.04
0.02 -0.09 -0.32
0.25 -0.44 0.04
-0.11 0.32 0.05
0.15 0.23 0.15
-0.05 0.14 -0.03
-0.04 -0.25 -0.24
-0.01 0.29 -0.05
0.17 0.07 0.34
0.05 0.06 0.04
-0.24 -0.02 0.20
0.37 -0.02 -0.06
0.12 0.45 -0.14
0.22 -0.44 -0.01
-0.24 0.08 0.04
-0.05 0.08 0.05
0.18 0.02 0.03
-0.11 -0.03 -0.08
0.42 0.39 0.13
-0.05 -0.25 0.38
0.20 -0.13 -0.53
-0.31 0.26 -0.08
0.33 0.22 -0.22
0.02 0.04 0.03
0.32 0.25 -0.16